Run A
Molecular formula: C5H7N
Method: DFT, ωB97M-V/def2-TZVPD

Atoms and positions in Å:
1 C 0.2711 0.9043 1.1171
2 N -0.2771 -0.3423 0.6039
3 C 0.7045 -1.3146 0.1076
4 C 0.3031 -0.7307 -1.1911
5 C -0.9453 -0.1593 -0.9325
6 C -1.9481 0.5077 -1.4444
7 H -0.4688 1.6928 0.9524
8 H 1.2246 1.2124 0.6588
9 H 0.4216 0.7982 2.1975
10 H 1.7419 -1.1141 0.3977
11 H 0.4352 -2.3531 0.3196
12 H 0.9992 -0.3585 -1.9484
13 H -2.4617 1.2572 -0.8384

M: 81.12 g mol⁻¹
HOMO (spin up / spin down): -7.80 / -7.80 eV
lowest unoccupied orbital energy (spin up / spin down): -0.90 / -0.90 eV

Here are the Löwdin charges for atoms 1 to 4, given in e: -0.1038, -0.0835, -0.1719, 0.0163

---

Run B
Molecular formula: C5H7N
Method: DFT, ωB97M-V/def2-TZVPD

Atoms and positions in Å:
1 C 1.0109 -1.1002 0.5982
2 N -0.4647 -0.7921 0.5304
3 C -0.1407 0.4883 1.0258
4 C -0.4721 1.5105 0.1287
5 C -0.7500 0.8930 -1.0689
6 C -0.4758 -0.5010 -0.8910
7 H 1.4028 -1.1791 1.6163
8 H 0.7966 -0.4607 -0.9253
9 H 1.2626 -2.0030 0.0327
10 H 0.0702 0.6083 2.0847
11 H -0.4195 2.5755 0.3260
12 H -0.9015 1.3777 -2.0280
13 H -0.8225 -1.2952 -1.5483

M: 81.12 g mol⁻¹
HOMO (spin up / spin down): -7.59 / -7.59 eV
lowest unoccupied orbital energy (spin up / spin down): 0.45 / 0.44 eV

Here are the Löwdin charges for atoms 1 to 4, given in e: -0.0870, -0.1411, -0.1384, -0.0659

---

Run C
Molecular formula: C5H7N
Method: DFT, ωB97M-V/def2-TZVPD

Atoms and positions in Å:
1 C -0.0040 2.0876 -0.0646
2 C -0.2815 0.8008 0.2401
3 C -0.7161 -0.3963 0.7867
4 C -1.1152 -1.2642 -0.2604
5 H -0.4960 2.3097 -0.9235
6 H 0.9680 2.6635 -0.4445
7 H -1.4864 -0.3406 1.5203
8 H -1.9832 -1.5207 0.1961
9 H -1.2789 -0.6379 -1.1588
10 H -0.5708 -2.1748 -0.4998
11 C 2.3635 -0.4873 0.1797
12 N 2.2717 -1.6024 -0.0119
13 H 2.3290 0.5627 0.4404

M: 81.12 g mol⁻¹
HOMO: -9.07 eV
lowest unoccupied orbital energy: 0.66 eV

Here are the Löwdin charges for atoms 1 to 4, given in e: -0.0186, -0.1028, -0.1829, -0.1476

---

Run D
Molecular formula: C5H7N
Method: DFT, ωB97M-V/def2-TZVPD

Atoms and positions in Å:
1 C -0.8960 -0.6066 1.4699
2 C -0.0871 -0.1158 0.3150
3 C 1.2355 -0.0197 0.0816
4 C 1.4814 0.5328 -1.2430
5 C 0.3604 0.8578 -1.9522
6 N -0.7097 0.3944 -0.8873
7 H -1.5470 0.1749 1.8859
8 H -1.5353 -1.4584 1.1996
9 H -0.2273 -0.9379 2.2699
10 H 1.9981 -0.3243 0.7927
11 H 2.4804 0.6825 -1.6393
12 H -1.1443 -0.2989 -1.5220
13 H -1.4090 1.1190 -0.7707

M: 81.12 g mol⁻¹
HOMO: -8.18 eV
lowest unoccupied orbital energy: 0.65 eV

Here are the Löwdin charges for atoms 1 to 4, given in e: -0.0502, -0.3220, -0.0540, -0.2113

---

Stability summary: most stable run D, least stable run A.

---

Run A
Molecular formula: C5H7N
Method: DFT, ωB97M-V/def2-TZVPD

Atoms and positions in Å:
1 C 2.4959 0.4171 -0.3602
2 C 1.1497 0.1254 -0.0562
3 C -0.0801 0.1757 0.2699
4 C -1.2347 -1.6875 -0.5828
5 C -0.7625 1.3179 0.8416
6 N 2.0698 -0.6553 -0.9287
7 H 3.4044 1.0526 -0.2611
8 H -2.2489 -1.2203 -0.3258
9 H -0.8013 -1.5976 -1.6331
10 H -1.0635 -2.6738 -0.0271
11 H -0.1124 2.1985 0.6996
12 H -1.8329 1.3259 0.4133
13 H -0.9835 1.2213 1.9506

M: 81.12 g mol⁻¹
HOMO (spin up / spin down): -8.36 / -8.36 eV
lowest unoccupied orbital energy (spin up / spin down): 0.65 / 0.65 eV

Here are the Löwdin charges for atoms 1 to 4, given in e: -0.0513, -0.3037, -0.1562, 0.0483

---

Run B
Molecular formula: C5H7N
Method: DFT, ωB97M-V/def2-TZVPD

Atoms and positions in Å:
1 C 0.3958 2.2708 -1.3997
2 N -0.0313 1.0893 -1.1762
3 C 0.6603 -0.0254 -0.9776
4 C -0.1240 -1.3860 -1.1002
5 C -0.4081 -1.1295 0.1333
6 C -0.6758 -1.2033 1.5836
7 H -0.2834 3.0167 -1.6609
8 H 1.4141 2.5954 -1.2527
9 H 1.5925 0.0284 -0.4248
10 H -0.3549 -2.0049 -2.0128
11 H 0.2180 -0.7806 2.0849
12 H -1.0713 -2.2563 1.7631
13 H -1.4743 -0.4715 1.9691

M: 81.12 g mol⁻¹
HOMO: -7.78 eV
lowest unoccupied orbital energy: 0.99 eV

Here are the Löwdin charges for atoms 1 to 4, given in e: -0.0528, -0.0716, -0.2150, -0.0509

---

Run C
Molecular formula: C5H7N
Method: DFT, ωB97M-V/def2-TZVPD

Atoms and positions in Å:
1 N 0.1743 0.4949 2.2797
2 C -0.1518 -0.5506 2.7590
3 C -0.7193 0.3430 0.9802
4 C -0.1180 -0.5155 -0.1048
5 C 1.1414 -0.0396 -0.7593
6 C -0.1488 0.0161 -1.5186
7 H -0.7319 1.3851 0.7011
8 H -1.7530 0.0334 1.1939
9 H -0.2397 -1.5947 -0.0021
10 H 1.8838 -0.7774 -1.0429
11 H 1.5527 0.8930 -0.3850
12 H -0.6016 0.9881 -1.6964
13 H -0.3023 -0.6896 -2.3308

M: 81.12 g mol⁻¹
HOMO: -10.90 eV
lowest unoccupied orbital energy: 0.90 eV

Here are the Löwdin charges for atoms 1 to 4, given in e: -0.0277, 0.0419, -0.2075, -0.3182

---

Stability summary: most stable run C, least stable run A.

---

Run A
Molecular formula: C5H7N
Method: DFT, ωB97M-V/def2-TZVPD

Atoms and positions in Å:
1 C -1.1534 -0.7726 0.1576
2 C -0.0224 -1.3800 -0.1893
3 N 0.9514 -0.5054 -0.7196
4 C 1.4831 0.3022 0.3591
5 C 0.3565 0.8102 -0.5361
6 C -1.0565 0.7219 0.0306
7 H -2.0473 -1.2709 0.4674
8 H 0.2122 -2.4324 -0.1860
9 H 1.2289 0.0968 1.4104
10 H 2.5320 0.5373 0.2559
11 H 0.4832 1.4887 -1.3681
12 H -1.1637 1.2785 0.9765
13 H -1.8040 1.1258 -0.6582

M: 81.12 g mol⁻¹
HOMO: -8.67 eV
lowest unoccupied orbital energy: 1.23 eV

Here are the Löwdin charges for atoms 1 to 4, given in e: -0.0902, -0.1307, -0.0591, -0.0924

---

Run B
Molecular formula: C5H7N
Method: DFT, ωB97M-V/def2-TZVPD

Atoms and positions in Å:
1 C -1.2377 -0.6383 0.7763
2 C -0.9241 0.4635 -0.1898
3 N -0.6791 1.6967 0.3118
4 C 0.3681 1.1180 -0.6057
5 C 1.4334 0.3580 -0.1240
6 C 1.6855 -0.8958 -0.4683
7 H -0.6877 -0.5028 1.7278
8 H -2.3056 -0.5792 1.0081
9 H -1.0282 -1.6375 0.3960
10 H 0.8681 -1.3698 -1.0154
11 H -0.4699 1.6914 1.3150
12 H 0.4995 1.6792 -1.5212
13 H 2.6159 -1.4262 -0.2672

M: 81.12 g mol⁻¹
HOMO (spin up / spin down): -7.77 / -8.31 eV
lowest unoccupied orbital energy (spin up / spin down): -0.25 / 0.19 eV

Here are the Löwdin charges for atoms 1 to 4, given in e: -0.0686, -0.2260, 0.0842, -0.2934

---

Run C
Molecular formula: C5H7N
Method: DFT, ωB97M-V/def2-TZVPD

Atoms and positions in Å:
1 C -1.1602 0.4252 -0.0442
2 C -0.1613 1.4919 0.3409
3 C 0.0384 -1.3173 1.2800
4 C -0.2345 -0.7984 -0.0804
5 C 1.1086 -0.1056 -0.5094
6 N 1.0560 1.2318 0.0817
7 H -1.5633 0.6639 -1.0396
8 H -1.9933 0.3161 0.6531
9 H -0.4359 2.4374 0.8050
10 H 0.7271 -2.1745 1.1421
11 H -0.5198 -1.5739 -0.8064
12 H 1.1345 -0.0148 -1.6037
13 H 2.0142 -0.6377 -0.2064

M: 81.12 g mol⁻¹
HOMO (spin up / spin down): -8.81 / -8.84 eV
lowest unoccupied orbital energy (spin up / spin down): -0.48 / -0.49 eV

Here are the Löwdin charges for atoms 1 to 4, given in e: -0.1597, -0.1688, 0.1897, -0.4265

---

Run D
Molecular formula: C5H7N
Method: DFT, ωB97M-V/def2-TZVPD

Atoms and positions in Å:
1 C -0.8561 1.1111 1.4741
2 C 0.0563 0.6174 0.1698
3 C -0.5849 -0.5280 0.4616
4 C 0.5352 -2.4374 -1.8216
5 C 1.0141 -1.3571 -2.0522
6 N 0.7479 1.3703 -0.5701
7 H -0.1075 1.6569 2.0559
8 H -1.6115 1.7687 1.0456
9 H -1.3646 0.4127 2.1433
10 H -0.0943 -1.1893 1.1802
11 H 0.1067 -3.3975 -1.6352
12 H 1.3949 -0.3650 -2.1956
13 H 0.7639 2.3371 -0.2558

M: 81.12 g mol⁻¹
HOMO: -8.86 eV
lowest unoccupied orbital energy: 0.78 eV

Here are the Löwdin charges for atoms 1 to 4, given in e: -0.0514, -0.5322, 0.0791, -0.0053

---

Stability summary: most stable run A, least stable run D.

---

Run A
Molecular formula: C5H7N
Method: DFT, ωB97M-V/def2-TZVPD

Atoms and positions in Å:
1 C 1.9245 -0.0436 -0.2024
2 C 0.4456 0.0883 -0.0286
3 C -0.3909 1.1419 0.1421
4 C -1.7405 0.6298 0.0932
5 C -1.6611 -0.7162 -0.0443
6 N -0.3027 -1.0863 -0.1105
7 H 2.2993 -1.0046 0.1765
8 H 2.1567 -0.0196 -1.2745
9 H 2.4588 0.7665 0.2971
10 H -0.0896 2.1631 0.3297
11 H -2.6466 1.2198 0.1347
12 H -2.4484 -1.4541 -0.1622
13 H -0.0052 -1.6851 0.6493

M: 81.12 g mol⁻¹
HOMO: -8.23 eV
lowest unoccupied orbital energy: 1.09 eV

Here are the Löwdin charges for atoms 1 to 4, given in e: -0.0404, -0.3580, -0.0574, -0.0980

---

Run B
Molecular formula: C5H7N
Method: DFT, ωB97M-V/def2-TZVPD

Atoms and positions in Å:
1 C 1.9582 0.3387 -0.1180
2 C 0.6202 0.3046 -0.2708
3 C -0.4943 1.2522 -0.3237
4 C -1.5659 0.5915 0.1822
5 N -1.3124 -0.7427 0.4841
6 C 0.0053 -1.0433 -0.0601
7 H 2.6576 1.0283 -0.5623
8 H 2.3698 -0.3551 0.6129
9 H -0.4114 2.3320 -0.3806
10 H -2.5275 1.0153 0.4687
11 H -2.0665 -1.4121 0.4182
12 H 0.7821 -1.5869 0.5001
13 H -0.0675 -1.5762 -1.0218

M: 81.12 g mol⁻¹
HOMO: -7.40 eV
lowest unoccupied orbital energy: 1.01 eV

Here are the Löwdin charges for atoms 1 to 4, given in e: 0.0266, -0.3228, -0.0526, -0.1310

---

Run C
Molecular formula: C5H7N
Method: DFT, ωB97M-V/def2-TZVPD

Atoms and positions in Å:
1 C 1.8647 -0.6971 -0.0468
2 C 0.5149 -0.2675 0.4625
3 C -0.2873 0.1877 -0.5074
4 C -1.6113 0.9207 -0.3969
5 C -2.0203 0.2429 0.7753
6 N -1.6507 -0.4589 1.6390
7 H 1.7478 -1.8159 -0.0075
8 H 2.6210 -0.4839 0.6745
9 H 2.1001 -0.1089 -1.0319
10 H 0.2873 -0.4403 1.4979
11 H 0.1845 0.0591 -1.5166
12 H -2.3210 0.7169 -1.2562
13 H -1.4299 2.1453 -0.2859

M: 81.12 g mol⁻¹
HOMO: -9.24 eV
lowest unoccupied orbital energy: 0.87 eV

Here are the Löwdin charges for atoms 1 to 4, given in e: -0.1109, -0.1803, -0.1723, -0.1787

---

Stability summary: most stable run A, least stable run C.

---

Run A
Molecular formula: C5H13N2
Method: DFT, ωB97M-V/def2-TZVPD

Atoms and positions in Å:
1 C 2.9496 0.5542 -0.4559
2 C 1.6478 0.3828 0.3165
3 C 0.5776 -0.3918 -0.5251
4 C -0.8248 -0.1652 -0.1041
5 C -1.9630 -0.4100 -0.8875
6 N -3.1745 0.1814 -0.4405
7 N -1.0483 -0.3104 1.3853
8 H 3.1684 -0.3568 -1.0026
9 H 2.8533 1.3711 -1.1738
10 H 3.7530 0.8143 0.2320
11 H 1.2217 1.3228 0.6853
12 H 1.8685 -0.1589 1.2479
13 H 0.7425 -0.0060 -1.5258
14 H 0.9242 -1.4407 -0.4415
15 H -2.1152 -1.3045 -1.4998
16 H -3.1806 1.1808 -0.3272
17 H -4.0325 -0.2458 -0.7429
18 H -2.0270 -0.5793 1.4901
19 H -0.8868 0.5538 1.8720
20 H -0.4541 -0.9917 1.8976

M: 101.17 g mol⁻¹
HOMO (spin up / spin down): -4.42 / -6.47 eV
2S+1: 2
lowest unoccupied orbital energy (spin up / spin down): 0.90 / 0.46 eV
expectation value of S²: 0.758

Here are the Löwdin charges for atoms 1 to 4, given in e: -0.1233, -0.2955, -0.2269, -0.3747

---

Run B
Molecular formula: C5H13N2
Method: DFT, ωB97M-V/def2-TZVPD

Atoms and positions in Å:
1 C -3.0604 -0.4249 -0.0501
2 C -1.6482 -0.9638 0.0206
3 C -0.5990 0.2158 0.0771
4 C 0.8489 0.1677 -0.0320
5 C 1.5881 0.5224 -1.1396
6 N 2.9956 0.4485 -1.0525
7 N 1.6138 0.1155 1.2778
8 H -3.2244 0.3960 0.6522
9 H -3.3614 -0.0754 -1.0453
10 H -3.8451 -1.1530 0.1795
11 H -1.4476 -1.6118 -0.8265
12 H -1.5503 -1.4885 0.9734
13 H -1.0447 0.9291 -0.6442
14 H -0.9600 0.7181 0.9926
15 H 1.2327 1.1131 -1.9760
16 H 3.4439 -0.4267 -0.8053
17 H 3.6097 1.1624 -1.4081
18 H 2.3854 0.8100 1.2931
19 H 2.0872 -0.7621 1.4605
20 H 0.9358 0.3076 2.0530

M: 101.17 g mol⁻¹
HOMO (spin up / spin down): -3.49 / -7.94 eV
2S+1: 2
lowest unoccupied orbital energy (spin up / spin down): 1.15 / 0.82 eV
expectation value of S²: 0.757

Here are the Löwdin charges for atoms 1 to 4, given in e: -0.1430, -0.2585, -0.2387, -0.3515

---

Stability summary: most stable run A, least stable run B.

---

Run A
Molecular formula: C2H2N2OS
Method: DFT, ωB97M-V/def2-TZVPD

Atoms and positions in Å:
1 C -1.6604 -0.6115 0.2495
2 N -2.8525 -0.5423 0.1521
3 S -4.3410 -0.3282 -0.0917
4 H -0.9694 -1.5525 0.2026
5 N 0.6750 1.0037 -0.2994
6 C -0.4806 1.2486 0.0376
7 O -1.4081 1.9504 0.0729
8 H 1.2421 0.4157 0.2424

M: 102.12 g mol⁻¹
HOMO: -9.21 eV
lowest unoccupied orbital energy: -1.27 eV

Here are the Löwdin charges for atoms 1 to 4, given in e: -0.0334, -0.6792, 0.7134, 0.1552

---

Run B
Molecular formula: C2H2N2OS
Method: DFT, ωB97M-V/def2-TZVPD

Atoms and positions in Å:
1 C -1.3446 -1.2846 0.7619
2 C 0.0550 -1.3213 -0.1647
3 N 0.4252 0.4364 -1.7195
4 N 0.3798 -0.5410 -1.0344
5 O -2.3418 -1.1260 0.1059
6 S -0.1294 -2.8707 0.4486
7 H -1.2496 -0.9013 1.8591
8 H 0.9343 1.3436 -1.6836

M: 102.12 g mol⁻¹
HOMO (spin up / spin down): -8.66 / -8.66 eV
lowest unoccupied orbital energy (spin up / spin down): -0.89 / -0.88 eV

Here are the Löwdin charges for atoms 1 to 4, given in e: -0.5722, -0.6089, 0.1366, -0.0444

---

Stability summary: most stable run A, least stable run B.